Formula: C39H93O29P5
Source: OMol25
Level of theory: wB97M-V/def2-TZVPD

Last column: Löwdin charge in e.
Cartesian coordinates (Å):
1 C 17.076 14.308 17.883  -0.0653
2 O 16.803 13.055 18.415  0.0109
3 C 16.615 12.038 17.566  -0.6754
4 O 16.741 12.177 16.394  0.1346
5 O 16.345 10.959 18.201  0.0340
6 C 16.509 9.740 17.468  -0.0119
7 H 17.378 14.938 18.703  0.0918
8 H 16.145 14.805 17.552  0.0914
9 H 17.841 14.353 17.111  0.0847
10 H 16.586 9.031 18.309  0.1060
11 H 17.441 9.774 16.894  0.1028
12 H 15.685 9.495 16.823  0.0920
13 C 12.938 20.634 19.580  0.0139
14 O 13.229 19.209 19.735  -0.0269
15 C 12.328 18.313 19.336  -0.6756
16 O 11.255 18.572 18.926  0.1487
17 O 12.727 17.055 19.425  0.0045
18 C 14.119 16.792 19.878  0.0167
19 H 12.398 20.791 18.666  0.0862
20 H 13.878 21.078 19.623  0.0645
21 H 12.482 21.059 20.506  0.1132
22 H 14.850 17.081 19.090  0.0922
23 H 14.163 15.706 20.034  0.0965
24 H 14.301 17.269 20.802  0.0742
25 C 14.530 18.741 16.634  0.0183
26 O 15.627 17.826 16.949  -0.0113
27 C 16.778 17.894 16.285  -0.5991
28 O 17.048 18.484 15.227  0.0703
29 O 17.674 17.153 16.860  0.0172
30 C 18.893 17.098 16.183  -0.0710
31 H 13.702 18.207 17.004  0.0740
32 H 14.516 18.930 15.568  0.0871
33 H 14.801 19.642 17.204  0.0854
34 H 18.815 16.489 15.282  0.0887
35 H 19.665 16.607 16.819  0.0886
36 H 19.277 18.036 15.838  0.0787
37 C 15.850 15.782 12.801  -0.0445
38 C 14.624 16.653 13.050  -0.2038
39 O 14.281 16.609 14.454  -0.1674
40 P 13.095 15.767 14.948  0.3443
41 O 12.542 14.655 14.193  -0.1990
42 O 13.538 15.355 16.384  -0.1574
43 C 13.437 14.033 16.798  -0.3015
44 C 12.046 13.697 17.326  -0.0534
45 O 12.017 16.933 15.249  -0.1808
46 C 10.886 16.770 16.053  -0.2916
47 C 10.045 18.071 16.048  -0.0630
48 H 15.662 14.732 13.047  0.0900
49 H 16.092 15.805 11.723  0.0767
50 H 16.760 16.085 13.273  0.0475
51 H 14.658 17.684 12.787  0.1034
52 H 13.776 16.171 12.483  0.1278
53 H 13.802 13.290 16.090  0.1215
54 H 14.127 13.964 17.644  0.1003
55 H 11.806 14.485 18.033  0.0671
56 H 11.347 13.592 16.489  0.0792
57 H 12.177 12.776 17.945  0.0922
58 H 10.235 15.893 15.817  0.1275
59 H 11.253 16.545 17.071  0.0948
60 H 10.688 18.859 16.453  0.0532
61 H 9.682 18.295 15.024  0.0849
62 H 9.237 17.939 16.765  0.0761
63 C 20.075 18.974 19.024  -0.0533
64 C 20.738 20.275 19.382  -0.1663
65 O 22.252 20.167 19.498  -0.1586
66 P 23.194 21.215 18.899  0.2806
67 O 24.583 20.879 18.907  -0.2037
68 O 22.692 21.584 17.464  -0.1809
69 C 23.646 21.568 16.302  -0.2160
70 C 24.603 22.740 16.227  -0.0822
71 O 22.821 22.506 19.821  -0.1921
72 C 23.990 23.276 20.216  -0.2922
73 C 23.481 24.570 20.817  -0.0999
74 H 19.024 19.157 18.713  0.0842
75 H 20.476 18.546 18.098  0.0710
76 H 20.118 18.300 19.829  0.0637
77 H 20.585 20.956 18.525  0.1152
78 H 20.428 20.616 20.332  0.1067
79 H 24.198 20.581 16.297  0.1125
80 H 22.986 21.636 15.449  0.1081
81 H 24.975 22.793 15.207  0.0796
82 H 23.973 23.607 16.520  0.0877
83 H 25.327 22.686 17.076  0.0767
84 H 24.639 22.682 20.916  0.1288
85 H 24.627 23.554 19.309  0.1213
86 H 22.814 24.409 21.717  0.0900
87 H 24.262 25.202 21.210  0.0588
88 H 22.914 25.156 20.013  0.1005
89 C 26.107 17.814 16.940  -0.0579
90 C 24.873 17.826 17.747  -0.2270
91 O 23.731 18.128 16.829  -0.1625
92 P 22.873 16.874 16.443  0.2963
93 O 21.677 17.160 15.660  -0.2080
94 O 22.512 16.259 17.850  -0.1737
95 C 21.983 14.935 17.905  -0.2893
96 C 21.211 14.669 19.162  -0.0624
97 O 23.851 15.863 15.845  -0.1630
98 C 23.749 15.537 14.379  -0.1746
99 C 23.008 14.265 14.216  -0.0832
100 H 26.066 16.931 16.359  0.0619
101 H 26.229 18.792 16.459  0.0925
102 H 26.921 17.791 17.638  0.0821
103 H 24.717 16.846 18.148  0.0987
104 H 24.797 18.494 18.573  0.0950
105 H 21.377 14.787 17.025  0.0909
106 H 22.801 14.252 17.725  0.1171
107 H 20.815 13.619 19.267  0.0954
108 H 21.836 14.859 20.064  0.0904
109 H 20.302 15.307 19.143  0.0723
110 H 23.058 16.229 13.949  0.0901
111 H 24.727 15.590 13.918  0.1277
112 H 23.526 13.397 14.554  0.0655
113 H 22.046 14.170 14.872  0.0959
114 H 22.747 14.158 13.181  0.0612
115 C 12.954 21.011 13.079  -0.0630
116 C 12.227 20.967 14.378  -0.2132
117 O 13.098 21.049 15.573  -0.1874
118 P 13.746 22.433 15.870  0.3720
119 O 14.242 23.291 14.750  -0.2388
120 O 12.698 23.113 16.826  -0.1479
121 C 13.115 24.315 17.388  -0.3074
122 C 11.965 25.291 17.749  -0.0621
123 O 14.988 22.062 16.803  -0.1949
124 C 16.189 21.660 16.089  -0.2614
125 C 17.201 21.126 17.058  -0.0705
126 H 12.155 21.027 12.338  0.0962
127 H 13.520 21.909 12.999  0.0515
128 H 13.693 20.227 13.088  0.0739
129 H 11.533 21.841 14.462  0.1333
130 H 11.694 20.046 14.575  0.0995
131 H 13.559 24.142 18.363  0.1106
132 H 13.841 24.928 16.767  0.1382
133 H 11.266 24.680 18.340  0.0800
134 H 12.292 26.157 18.243  0.0556
135 H 11.386 25.579 16.866  0.0777
136 H 15.905 20.868 15.410  0.0864
137 H 16.544 22.473 15.370  0.1448
138 H 17.799 21.923 17.538  0.0819
139 H 16.665 20.707 17.969  0.1003
140 H 17.873 20.372 16.669  0.0615
141 C 17.557 14.656 8.975  -0.0716
142 C 18.737 15.146 9.745  -0.2359
143 O 18.430 15.089 11.188  -0.2062
144 P 19.575 15.459 12.192  0.3261
145 O 20.919 15.040 11.770  -0.2267
146 O 19.223 17.018 12.369  -0.1819
147 C 20.176 17.968 12.921  -0.2340
148 C 19.399 19.261 12.922  -0.0579
149 O 19.145 14.855 13.538  -0.1899
150 C 19.230 13.488 14.071  -0.1964
151 C 18.599 12.475 13.132  -0.0640
152 H 17.232 13.729 9.428  0.0780
153 H 16.723 15.367 9.105  0.0817
154 H 17.795 14.572 7.901  0.0905
155 H 19.560 14.474 9.622  0.1031
156 H 19.030 16.155 9.536  0.1152
157 H 20.468 17.641 13.892  0.0577
158 H 21.108 17.949 12.355  0.1195
159 H 19.098 19.611 11.959  0.0652
160 H 18.435 19.076 13.391  0.0574
161 H 19.948 20.071 13.410  0.0832
162 H 20.296 13.142 14.210  0.1158
163 H 18.643 13.537 15.002  0.1028
164 H 17.561 12.670 13.096  0.0646
165 H 19.086 12.496 12.170  0.0723
166 H 18.835 11.491 13.549  0.0879

Total energy, eV: -147785.352
HOMO, eV: -10.151
Orbital gap, eV: 10.618
SMILES: CCOP(=O)(OCC)OCC.CCOP(=O)(OCC)OCC.CCOP(=O)(OCC)OCC.CCOP(=O)(OCC)OCC.CCOP(=O)(OCC)OCC.COC(=O)OC.COC(=O)OC.COC(=O)OC
Maximum force, eV Å⁻¹: 4.0
Net charge: 0